{
  "formula": "C39H33BrF6N2O8SSbV",
  "method": "ωB97M-V/def2-TZVPD",
  "max_force_ha_per_bohr": 0.0630,
  "de_lowest_ev": 0.3509,
  "orbital_gap_ev": [5.6586, 5.4916],
  "total_charge": -1,
  "spin_multiplicity": 2,
  "symbols": ["O", "C", "C", "O", "F", "C", "C", "O", "C", "C", "H", "H", "C", "C", "H", "H", "H", "C", "C", "H", "F", "H", "C", "H", "H", "H", "H", "C", "C", "C", "F", "C", "C", "H", "C", "C", "C", "H", "N", "C", "C", "C", "C", "H", "C", "C", "Br", "H", "C", "H", "C", "H", "H", "C", "H", "H", "N", "C", "H", "H", "O", "H", "F", "O", "C", "F", "H", "H", "H", "H", "H", "H", "C", "H", "H", "O", "C", "O", "Sb", "C", "O", "S", "C", "V", "H", "C", "C", "H", "F", "C", "C", "C"],
  "coordinates": [[-0.550750, 2.176950, -1.257502], [1.801545, -2.209861, -1.343929], [-2.607851, -3.257379, 0.327057], [-2.784383, 0.645533, -1.441157], [6.057225, 0.690926, -5.683894], [1.135146, 3.293089, 6.516689], [1.070037, -2.729334, -2.413128], [-1.793242, 2.413608, -3.421538], [0.736508, 2.773670, -3.417803], [-3.336539, 1.673084, -0.658277], [4.719010, -1.567733, -0.697999], [-7.361306, 4.033823, -0.619097], [1.652854, -4.940710, -1.763633], [3.282247, 0.172463, -2.682295], [-2.922285, 2.634807, -0.943467], [-4.661305, -3.060612, -0.315041], [-1.613313, -5.160612, 0.144373], [3.474116, 0.728474, 1.464353], [2.352291, -4.474520, -0.673475], [-7.560465, -0.260552, -0.430530], [0.383125, 4.033386, -3.664410], [2.826672, -5.175541, 0.004341], [5.297165, 1.229602, -3.529054], [-0.172169, 5.396511, 4.216787], [-2.869437, -2.565262, 2.131117], [1.562737, 1.218898, 6.183962], [6.643714, -1.402127, 0.878877], [3.512827, -0.139233, 0.371129], [-7.614279, 1.899521, -0.485238], [0.009162, 0.481179, 2.617479], [1.766435, 2.805447, -2.561396], [-1.112385, 1.120592, 2.046763], [-5.609532, 0.581413, -0.646077], [-1.624386, 1.843657, 2.666988], [0.743974, 0.840862, 3.704422], [4.662938, -0.900484, 0.157722], [0.702401, 2.109542, 4.429594], [2.958646, -2.727120, 0.394239], [-1.673506, 0.863733, 0.856326], [0.201862, 4.478875, 4.659247], [-6.990251, 0.659352, -0.509148], [5.665219, 0.058931, 2.091998], [-4.842691, 1.751253, -0.707707], [0.587385, 5.376567, 6.578415], [-1.931814, -2.710831, -0.943676], [5.746083, -0.812545, 1.023662], [0.524167, -1.214890, 1.850538], [3.995757, -0.857310, -5.856446], [0.240829, 3.321803, 3.891644], [-4.887223, 3.881454, -0.805273], [-5.487653, 2.979128, -0.721456], [-3.863549, -4.557929, -0.844142], [-4.369331, -4.370701, 0.854993], [0.999158, -4.099138, -2.635398], [4.530898, 1.498921, 3.194171], [6.140379, 1.900010, -3.407479], [-2.983410, 1.461454, 0.762405], [4.551790, 0.833876, 2.337702], [4.476404, 1.599941, -1.596111], [-2.054765, -4.728781, 1.812753], [-2.014715, -3.361764, -1.953902], [-0.662011, -3.950866, 1.024274], [1.146737, 2.210280, -4.551419], [-1.271230, -1.555789, -0.900487], [-6.870498, 3.067268, -0.612708], [6.724292, 0.158491, 2.924512], [2.332405, -1.181842, -4.059826], [-3.630797, 0.791906, 1.166258], [-8.691016, 1.953841, -0.372568], [1.418040, 0.089707, 4.102480], [0.495418, -2.074725, -3.055310], [1.496518, 3.273574, 7.539363], [0.631622, 4.473578, 5.980047], [0.409464, -4.508787, -3.446109], [-4.105920, -0.511318, -0.998962], [-0.345696, 0.432081, -2.928978], [-3.967258, -3.849609, -0.020187], [-5.029367, -0.643639, -0.710392], [1.895363, -0.076367, -1.037406], [1.173841, 2.136959, 5.753820], [-2.755912, -2.190660, 1.254462], [-0.701027, 1.848435, -2.703449], [3.155805, -0.503185, -3.893228], [-1.026452, 0.216091, -0.781371], [2.588839, 1.321793, 1.655916], [4.356129, 1.049805, -2.523779], [5.141409, 0.528084, -4.704767], [-0.056307, 3.365829, 2.851268], [1.592124, -6.276248, -1.971313], [2.419789, -3.100015, -0.468935], [4.086064, -0.331172, -4.914425], [-1.668561, -4.340869, 0.863129]],
  "atomic_forces_ev_per_a": [[-0.266, -0.014, -0.759], [-0.048, 0.014, 0.057], [0.289, 0.165, 0.068], [0.087, 0.117, 0.483], [0.078, 0.016, -0.102], [0.007, -0.021, -0.029], [0.004, -0.068, 0.107], [-0.087, -0.135, 0.149], [-0.021, -0.043, 0.180], [0.045, -0.529, 0.459], [0.042, 0.090, 0.068], [0.037, -0.060, 0.007], [0.006, 0.006, -0.026], [-0.093, 0.272, -0.035], [0.140, 0.191, -0.171], [0.062, -0.040, 0.050], [0.010, 0.027, 0.060], [0.116, -0.165, -0.066], [0.088, 0.058, 0.171], [0.062, 0.071, -0.034], [0.024, 0.105, -0.076], [-0.028, 0.056, -0.049], [0.026, 0.092, 0.142], [0.044, -0.064, 0.008], [-0.010, -0.049, 0.095], [-0.028, 0.053, -0.003], [-0.047, 0.042, -0.006], [0.025, 0.400, 0.028], [0.091, 0.000, 0.006], [0.094, -0.004, 0.068], [0.071, -0.006, -0.033], [-0.310, 0.132, -0.302], [0.120, -0.100, -0.102], [-0.013, 0.099, 0.035], [-0.008, 0.031, -0.118], [0.001, 0.093, 0.010], [-0.055, 0.064, 0.085], [-0.045, -0.071, -0.019], [0.021, -0.022, 0.376], [-0.008, -0.044, -0.035], [-0.147, 0.034, -0.015], [-0.075, 0.014, -0.034], [-0.018, -0.033, -0.139], [0.009, -0.051, -0.038], [0.075, 1.195, 0.045], [-0.032, -0.080, -0.084], [-0.136, -0.122, 0.121], [0.005, 0.019, 0.032], [0.064, 0.012, -0.012], [-0.045, -0.093, 0.034], [-0.053, 0.040, 0.055], [-0.041, 0.039, 0.106], [0.003, 0.048, -0.035], [-0.083, 0.103, -0.098], [-0.008, -0.046, -0.077], [-0.066, -0.044, -0.010], [0.234, 0.001, 0.146], [-0.069, 0.029, 0.032], [0.011, -0.022, -0.037], [0.024, 0.004, -0.058], [0.113, -0.332, -0.464], [-0.029, 0.038, 0.023], [0.032, 0.017, -0.105], [-0.644, -3.172, -0.098], [0.001, -0.041, -0.005], [0.071, -0.011, 0.070], [-0.049, -0.031, -0.004], [-0.044, -0.163, 0.052], [0.023, -0.016, -0.029], [-0.013, 0.087, 0.015], [-0.020, 0.024, -0.030], [-0.019, -0.012, -0.050], [0.027, -0.052, -0.028], [0.023, 0.038, 0.056], [0.296, 0.073, -0.119], [-0.340, 0.545, 0.063], [-0.049, -0.066, -0.127], [-0.342, 0.078, 0.148], [1.027, -1.189, 0.053], [-0.027, -0.009, -0.025], [0.083, 0.101, -0.058], [0.956, 1.064, -1.331], [0.070, 0.094, 0.030], [-0.961, 1.374, 1.118], [-0.023, 0.043, 0.018], [-0.036, -0.038, -0.017], [-0.054, -0.020, 0.029], [-0.069, -0.021, 0.062], [-0.022, -0.076, -0.013], [-0.030, -0.034, -0.010], [-0.117, -0.074, 0.049], [-0.012, -0.024, 0.043]],
  "lowdin_spin": [-0.002, 0.000, 0.000, 0.006, 0.000, -0.001, 0.000, 0.000, 0.000, 0.005, 0.000, 0.000, 0.000, -0.002, 0.000, 0.000, 0.000, 0.000, 0.000, 0.000, 0.000, 0.000, 0.000, 0.000, 0.000, 0.000, 0.000, 0.001, 0.000, 0.001, 0.000, 0.041, 0.000, 0.002, 0.035, 0.000, 0.003, 0.000, 0.011, -0.001, 0.000, 0.000, 0.000, 0.001, 0.000, 0.000, 0.006, 0.000, 0.007, 0.000, 0.000, 0.000, 0.000, 0.000, 0.000, 0.000, 0.005, 0.000, 0.000, 0.000, -0.001, 0.000, 0.000, -0.006, 0.000, 0.000, 0.000, 0.000, 0.000, 0.002, 0.000, 0.000, 0.008, 0.000, 0.000, 0.006, 0.000, 0.000, 0.002, 0.007, 0.000, 0.001, 0.000, 0.863, 0.000, 0.000, 0.000, 0.001, 0.000, 0.000, 0.000, 0.000]
}

{
  "formula": "C9H10O3",
  "method": "ωB97M-V/def2-TZVPD",
  "max_force_ha_per_bohr": 0.1303,
  "de_lowest_ev": 4.9682,
  "orbital_gap_ev": 8.6594,
  "symbols": ["C", "H", "H", "H", "C", "C", "H", "C", "C", "C", "C", "H", "H", "H", "O", "H", "C", "O", "O", "C", "H", "H"],
  "coordinates": [[-2.337357, 1.630863, 2.382994], [-2.102730, -0.559200, 1.474644], [3.643240, 1.050314, -0.403978], [0.069689, -2.630314, -1.767184], [-1.965352, 0.649940, 1.257569], [0.061339, 0.107216, 0.008841], [-3.570212, 1.703700, 2.377540], [2.170460, -0.179854, -1.181594], [0.380490, -1.684767, -1.457047], [1.383746, 0.561322, -0.301188], [3.397078, 0.414677, -1.471662], [-2.665681, 0.897614, 0.413609], [-1.888133, 2.615145, 2.035000], [-1.771970, -2.540763, -0.329693], [-0.626290, 0.939676, 0.833200], [2.243807, -1.787741, -2.511849], [-0.393942, -1.080387, -0.463864], [4.061431, 0.099140, -2.561349], [-1.651074, -1.484637, -0.134555], [1.697827, -1.280156, -1.805315], [1.731782, 1.572063, 0.112530], [-1.868150, 0.986149, 3.493348]],
  "atomic_forces_ev_per_a": [[-0.714, -2.297, 1.536], [0.290, 3.821, 0.043], [0.764, -0.806, -3.397], [-0.717, -1.389, -0.944], [-1.631, -1.956, -0.180], [1.725, 2.720, 1.252], [3.377, -0.159, 0.445], [-1.694, 1.532, 1.014], [2.007, 0.216, 0.732], [-1.561, 0.213, 0.718], [5.125, -0.583, -2.824], [0.684, -0.488, 0.395], [-0.476, -1.047, 1.323], [0.630, 3.958, 0.516], [-0.097, -0.073, 0.447], [1.200, -1.116, -1.424], [0.214, -0.596, -1.858], [-2.540, 2.373, 5.728], [-0.487, -4.901, -1.100], [-3.949, -0.597, 1.331], [-0.610, -1.779, -0.528], [-1.543, 2.953, -3.222]],
  "lowdin_charge": [-0.113, 0.168, 0.176, 0.092, -0.319, -0.202, 0.115, -0.301, 0.029, 0.072, -0.170, 0.119, 0.074, 0.214, -0.059, 0.098, -0.272, -0.023, -0.023, 0.008, 0.152, 0.166]
}

{
  "formula": "C3H11NO3S",
  "method": "ωB97M-V/def2-TZVPD",
  "max_force_ha_per_bohr": 0.0465,
  "de_lowest_ev": 2.3207,
  "orbital_gap_ev": 9.5657,
  "symbols": ["N", "H", "C", "H", "O", "H", "O", "H", "O", "C", "H", "C", "H", "H", "H", "H", "S", "H", "H"],
  "coordinates": [[0.075420, -2.484889, 0.877648], [1.072132, 2.929947, -2.004722], [1.347237, -1.699704, -0.994346], [0.195708, 3.570991, -0.920893], [0.385951, 2.688362, -1.367267], [-1.927525, 0.684488, 1.563223], [1.567806, -0.899880, -1.857284], [-0.637987, -2.117506, -1.218876], [-0.266089, 2.564729, 1.912307], [-0.104170, -1.691165, -0.358538], [-0.200700, 1.639070, 1.546863], [-0.578277, -0.245250, -0.218257], [-0.426443, -2.037983, 1.646040], [-0.344872, 0.202123, -1.262798], [0.242697, 2.951592, 1.174477], [1.952735, -2.583914, -0.606792], [-2.232628, -0.217495, 0.671941], [-0.214793, -3.435184, 0.895874], [0.093794, 0.181672, 0.521404]],
  "atomic_forces_ev_per_a": [[-0.637, 1.685, 0.332], [-0.070, -0.231, 0.054], [-2.312, 0.040, 0.260], [0.168, -1.670, -0.963], [-0.131, 1.992, 0.904], [0.196, 0.739, 0.558], [1.441, -0.296, -0.172], [-0.573, -0.598, 0.594], [0.747, -1.436, -1.588], [2.074, -1.056, -0.208], [-0.371, 1.103, 1.050], [0.589, -0.556, -0.088], [0.093, -0.092, -0.266], [-1.260, -0.161, 2.026], [-0.223, 0.444, 0.618], [0.093, 1.036, -0.553], [0.268, -0.586, -1.743], [-0.369, -0.702, -0.579], [0.276, 0.346, -0.237]],
  "lowdin_charge": [0.025, 0.045, -0.216, 0.072, -0.075, -0.197, 0.046, 0.139, -0.081, -0.438, 0.001, -0.482, 0.048, 0.109, 0.021, 0.133, 0.742, 0.061, 0.047]
}

{
  "formula": "C5H9N",
  "method": "ωB97M-V/def2-TZVPD",
  "max_force_ha_per_bohr": 0.0234,
  "de_lowest_ev": 2.5106,
  "orbital_gap_ev": 8.5260,
  "symbols": ["C", "H", "H", "C", "N", "C", "H", "H", "C", "H", "H", "C", "H", "H", "H"],
  "coordinates": [[0.576715, 0.898927, -0.205462], [-0.756976, -0.854695, -1.309138], [0.623256, -3.045388, 0.112811], [0.384606, 1.933634, 0.809637], [0.049169, -1.305468, -0.906193], [-0.534646, 2.902218, 0.718610], [-0.117145, -3.314820, -1.436539], [-1.120900, -2.849424, -0.027142], [0.553327, -0.414489, 0.057094], [-0.809906, 3.378661, -0.218674], [0.982253, -0.919650, 0.918123], [-0.171656, -2.691211, -0.545771], [-1.117445, 3.237377, 1.568927], [0.983488, 1.857468, 1.714920], [0.475859, 1.186860, -1.251202]],
  "atomic_forces_ev_per_a": [[0.419, 0.648, -0.431], [-0.018, -0.380, -0.390], [0.024, 0.162, -0.009], [0.466, -0.053, 0.257], [0.352, 0.596, 0.293], [-0.060, 0.372, -0.235], [-0.196, -0.045, -0.015], [-0.068, -0.082, -0.046], [0.404, -0.673, -0.629], [-0.561, -0.854, -0.247], [-0.447, 0.411, 0.481], [0.209, -0.091, 0.040], [0.920, 0.691, 0.351], [-0.780, -0.685, 0.516], [-0.665, -0.015, 0.065]],
  "lowdin_charge": [-0.143, 0.113, 0.076, -0.205, -0.102, -0.026, 0.073, 0.077, -0.160, 0.050, 0.117, -0.121, 0.045, 0.098, 0.108]
}

{
  "formula": "C5H7NO",
  "method": "ωB97M-V/def2-TZVPD",
  "max_force_ha_per_bohr": 0.0234,
  "de_lowest_ev": 5.0678,
  "orbital_gap_ev": 10.0565,
  "symbols": ["H", "C", "H", "N", "O", "C", "H", "H", "H", "C", "H", "C", "H", "C"],
  "coordinates": [[1.077147, 1.689470, 0.391025], [1.635446, -1.989250, 1.502725], [-0.939908, -1.274217, 1.604633], [2.258079, -1.504534, 0.635690], [1.850861, 0.660811, -1.177852], [-1.655914, 0.600667, 0.486464], [-1.869281, 1.628301, 0.741181], [2.645949, -0.969566, -0.124004], [-2.617670, -0.848914, -0.950611], [1.090348, 1.464476, -0.690212], [0.362899, 2.019126, -1.312183], [-1.666857, -0.441476, -0.596094], [-0.883171, -0.450027, -1.360675], [-1.287927, -0.584864, 0.849911]],
  "atomic_forces_ev_per_a": [[0.096, -0.098, -0.098], [0.727, 0.424, -0.861], [-0.082, 0.148, -0.114], [-0.638, -0.472, 0.873], [-0.336, 0.391, 0.192], [0.061, -0.166, 0.193], [0.034, -0.177, -0.029], [-0.131, 0.057, 0.045], [0.152, 0.063, 0.094], [0.242, -0.215, -0.167], [0.100, -0.091, 0.042], [-0.041, -0.139, -0.344], [-0.128, 0.011, 0.135], [-0.057, 0.265, 0.039]],
  "lowdin_charge": [0.090, -0.068, 0.065, 0.053, -0.037, -0.095, 0.094, 0.044, 0.074, -0.137, 0.092, -0.164, 0.063, -0.073]
}

{
  "formula": "C5H8O3",
  "method": "ωB97M-V/def2-TZVPD",
  "max_force_ha_per_bohr": 0.1498,
  "de_lowest_ev": 6.4218,
  "orbital_gap_ev": 9.2277,
  "symbols": ["O", "H", "H", "H", "C", "H", "O", "H", "H", "C", "C", "O", "C", "H", "C", "H"],
  "coordinates": [[-1.949039, -1.695432, -0.205458], [0.981210, 0.969225, 1.556202], [2.581114, -0.089987, 0.289164], [-2.525767, 1.246774, -0.175522], [-1.667733, -0.443242, 0.135843], [0.236254, -1.230883, -1.753634], [-2.730111, 0.256625, 0.275794], [1.878308, -1.881444, 0.048906], [0.226682, 2.362473, -0.828213], [0.587729, -0.244492, -0.941116], [1.548806, -0.817599, 0.083281], [-0.601744, 1.619563, -0.156321], [-0.352013, 0.312628, 0.117334], [1.104457, 0.725963, -1.481180], [0.552524, -0.125986, 1.224699], [0.129319, -0.964180, 1.810220]],
  "atomic_forces_ev_per_a": [[3.215, 5.249, 2.392], [-0.753, -3.338, 0.484], [-2.506, -2.460, -1.240], [-0.454, -3.326, 2.226], [-2.118, -6.531, -3.489], [0.626, 3.626, 2.301], [-1.190, 5.644, -1.264], [-0.733, 0.905, 0.395], [-3.405, -4.200, 3.099], [1.511, -1.687, -4.105], [2.968, 3.462, 2.690], [1.546, 5.789, -1.674], [0.006, -2.354, -2.897], [-1.392, -2.679, 0.632], [2.472, 0.546, -0.317], [0.209, 1.353, 0.767]],
  "lowdin_charge": [0.001, 0.173, 0.150, 0.227, -0.424, 0.205, 0.101, 0.098, 0.326, -0.159, -0.163, -0.112, -0.620, 0.135, -0.060, 0.122]
}